(1)
{"formula": "C28H39N7", "method": "the ωB97M-V functional and the def2-TZVPD basis", "energy_ev": -40087.0463, "multiplicity": 2, "total_charge": 1, "species": ["C", "C", "C", "C", "N", "H", "H", "H", "H", "H", "H", "H", "C", "C", "C", "C", "N", "H", "H", "H", "H", "H", "H", "H", "N", "C", "C", "C", "C", "H", "H", "H", "H", "H", "N", "C", "C", "C", "C", "H", "H", "H", "H", "H", "N", "C", "C", "C", "C", "H", "H", "H", "H", "H", "N", "C", "C", "C", "C", "H", "H", "H", "H", "H", "N", "C", "C", "C", "C", "H", "H", "H", "H", "H"], "coordinates": [[8.8698, -21.8927, 25.3337], [8.3897, -23.3004, 24.8732], [6.9005, -23.2095, 24.5168], [6.5156, -22.1001, 23.6248], [6.1041, -21.2229, 22.9257], [8.6816, -21.6471, 26.3788], [8.3998, -21.2311, 24.6060], [9.9502, -21.8949, 25.1889], [8.4197, -24.0776, 25.6368], [9.0344, -23.5493, 24.0303], [6.2540, -23.2295, 25.3941], [6.6579, -24.0370, 23.8501], [2.3672, -24.2482, 23.4549], [3.0024, -23.5369, 24.7095], [1.9967, -22.7925, 25.6254], [0.8911, -23.6878, 26.0374], [-0.0108, -24.3861, 26.3690], [1.7977, -23.5203, 22.8770], [1.8592, -25.1868, 23.6762], [3.1673, -24.5691, 22.7878], [3.7068, -22.7706, 24.3860], [3.5502, -24.2966, 25.2671], [1.5563, -21.8550, 25.2862], [2.6226, -22.6535, 26.5070], [13.0120, -19.4498, 24.6869], [12.3478, -20.0416, 25.7202], [13.1213, -19.8687, 26.9024], [14.1670, -19.0115, 26.5529], [14.1058, -18.7514, 25.1716], [12.5296, -19.4270, 23.7998], [11.4249, -20.5215, 25.4296], [12.8686, -20.1628, 27.9103], [14.8699, -18.6046, 27.2647], [14.7078, -18.0325, 24.6356], [3.5215, -18.1645, 25.1878], [4.6159, -17.8925, 25.9530], [5.0502, -19.0782, 26.5557], [4.2888, -20.1020, 25.9388], [3.2546, -19.5510, 25.2023], [3.0051, -17.4936, 24.6370], [5.0508, -16.9043, 25.9780], [5.8398, -19.1614, 27.2879], [4.2786, -21.1672, 26.1169], [2.4645, -20.0601, 24.6704], [13.0512, -24.2197, 26.6518], [13.8318, -25.3263, 26.7498], [14.2859, -25.6967, 25.5229], [13.9417, -24.6387, 24.7407], [13.0196, -23.7883, 25.3819], [12.3868, -24.0346, 27.3895], [13.9091, -25.8901, 27.6678], [14.8159, -26.6312, 25.4126], [14.2681, -24.4295, 23.7327], [12.3144, -23.0034, 25.1516], [4.0708, -20.1064, 20.8821], [4.7310, -20.0134, 19.7275], [3.8869, -19.3538, 18.7979], [2.6709, -19.1633, 19.3297], [2.8238, -19.6259, 20.6522], [4.3268, -20.3501, 21.8282], [5.7666, -20.3178, 19.6904], [4.1376, -19.1296, 17.7716], [1.7767, -18.8157, 18.8338], [2.0372, -19.6302, 21.3922], [5.9844, -22.0090, 29.0093], [6.7307, -22.9451, 28.3741], [6.0908, -24.0909, 28.5620], [4.7873, -23.8906, 29.1219], [4.8518, -22.5100, 29.5569], [6.0843, -21.0170, 29.1710], [7.6689, -22.7200, 27.8888], [6.5403, -25.0078, 28.2105], [3.9222, -24.5365, 29.1509], [4.1245, -21.9628, 30.1382]], "atomic_forces_ev_per_a": [[0.48, -1.38, -0.38], [-0.39, 1.28, 0.68], [0.09, -0.34, -1.50], [-1.87, 3.86, -2.25], [1.59, -3.68, 2.62], [-0.33, 0.16, -0.26], [0.34, 0.64, 0.51], [-0.04, 0.34, 0.08], [0.50, 0.04, -0.02], [-0.42, -0.41, -0.09], [-0.01, 0.13, -0.01], [-0.26, -0.61, 0.41], [1.28, 0.63, 0.43], [-1.13, -0.29, -1.47], [0.30, -1.74, 0.67], [-3.17, -2.20, 1.15], [3.44, 2.58, -1.30], [-0.50, -0.29, 0.10], [-0.53, 0.47, 0.25], [0.28, 0.10, -0.03], [0.21, -0.09, -0.16], [-0.07, 0.19, 0.29], [0.33, -0.14, -0.22], [-0.47, 0.66, 0.38], [-0.06, 0.73, 0.64], [1.20, -0.35, 1.10], [-2.00, 0.04, -1.46], [0.34, 0.30, -1.36], [-0.23, -0.26, 1.39], [0.78, 0.41, -0.08], [0.09, -0.21, 0.64], [-0.05, -0.20, -0.19], [0.14, 0.01, -0.29], [-0.17, -0.40, -0.38], [-0.60, -1.16, -0.51], [0.16, -0.72, 0.67], [-0.17, 0.86, -1.45], [-1.58, -0.55, 0.64], [1.90, 1.27, 0.06], [0.19, -0.05, 0.30], [-0.27, -0.01, 0.23], [0.05, -0.05, -0.29], [0.45, 0.03, 0.31], [-0.02, 0.49, 0.00], [-0.52, -0.80, 1.92], [-0.74, -1.36, 1.44], [1.03, -0.52, 2.09], [-1.83, 2.49, -3.67], [1.17, -0.69, -0.30], [0.19, 0.43, -0.24], [-0.12, 0.22, 0.10], [0.34, 0.43, -0.61], [-0.16, -0.33, -0.19], [0.65, 0.15, -0.55], [-1.86, 0.47, 0.14], [1.35, 0.30, 0.78], [0.70, -0.15, -2.36], [-0.15, -0.20, 0.44], [-1.51, 0.13, 0.77], [1.14, -0.57, 0.10], [-0.03, -0.02, -0.30], [0.28, -0.09, 0.08], [0.09, 0.13, 0.27], [0.27, -0.10, 0.31], [-0.99, 2.50, 1.38], [1.06, 1.87, 0.41], [-1.49, -3.08, -1.27], [1.19, 2.80, 1.19], [-0.95, -3.71, -1.77], [0.98, -0.18, -0.49], [-0.09, -0.02, 0.32], [-0.42, -0.27, -0.07], [0.37, -0.20, 0.47], [0.25, 0.30, -0.27]]}



(2)
{"formula": "C28H40AsCeN11O3S", "method": "the ωB97M-V functional and the def2-TZVPD basis", "energy_ev": -136818.2331, "multiplicity": 2, "de_lowest_ev": 0.0000, "total_charge": 1, "species": ["Ce", "C", "C", "C", "C", "C", "C", "N", "N", "C", "C", "C", "C", "C", "C", "H", "H", "H", "H", "H", "H", "H", "H", "H", "C", "N", "C", "C", "N", "N", "C", "N", "N", "H", "H", "H", "H", "H", "H", "H", "H", "H", "H", "H", "O", "N", "C", "C", "C", "C", "C", "S", "H", "H", "H", "H", "C", "As", "C", "C", "O", "H", "H", "H", "H", "H", "H", "H", "H", "H", "C", "N", "C", "C", "O", "N", "C", "N", "H", "H", "H", "H", "H", "H", "H"], "coordinates": [[12.0021, 11.6792, 8.9321], [13.6110, 7.1321, 12.9145], [14.7498, 7.0130, 12.1067], [14.9843, 7.9562, 11.1214], [14.1339, 9.0517, 11.0330], [13.0167, 9.1657, 11.8309], [12.7192, 8.2085, 12.7527], [14.2770, 10.0497, 10.0055], [15.3979, 10.1011, 9.4986], [15.5618, 10.9960, 8.4159], [16.8361, 10.9786, 7.8361], [17.1038, 11.7676, 6.7263], [16.0741, 12.5511, 6.2472], [14.8293, 12.5927, 6.8259], [14.4905, 11.8187, 7.9651], [13.3971, 6.3791, 13.6693], [15.3855, 6.1321, 12.1921], [15.8116, 7.8349, 10.4559], [12.3551, 10.0140, 11.7241], [11.8628, 8.3035, 13.3993], [17.5927, 10.3369, 8.2669], [18.1150, 11.7486, 6.3695], [16.3083, 13.1815, 5.4009], [14.0809, 13.2060, 6.3582], [15.2974, 12.6491, 13.0569], [13.9195, 12.5385, 13.4990], [13.6441, 12.1242, 14.8604], [12.9671, 12.4234, 12.5231], [13.1864, 12.4519, 11.2481], [11.6736, 12.3253, 13.0193], [10.4913, 12.2987, 12.2898], [9.3779, 12.3852, 13.1001], [10.4320, 12.2009, 11.0272], [15.9481, 12.8746, 13.8937], [15.4234, 13.4491, 12.3245], [15.6285, 11.7179, 12.5805], [14.5626, 12.0582, 15.4282], [13.1574, 11.1584, 14.9281], [13.0272, 12.8854, 15.3594], [14.1689, 12.4719, 11.0112], [11.5412, 12.5197, 13.9925], [9.4173, 12.0789, 14.0635], [8.4710, 12.2148, 12.6682], [9.4702, 12.1328, 10.7069], [9.5744, 12.1465, 8.3377], [8.9805, 11.2461, 7.5205], [7.6606, 11.0741, 7.7469], [6.9722, 10.1293, 7.0588], [7.6560, 9.4182, 6.0654], [8.9874, 9.6457, 5.8503], [9.7143, 10.6048, 6.5727], [11.3486, 10.9678, 6.2383], [7.2573, 11.6825, 8.5217], [5.9342, 9.9490, 7.3118], [7.1686, 8.6283, 5.5136], [9.5307, 9.0702, 5.1130], [12.2154, 16.9995, 8.0768], [11.2065, 15.4225, 8.5355], [10.5935, 15.7090, 10.3687], [9.6943, 15.3052, 7.3531], [12.1116, 14.0107, 8.5067], [11.6846, 17.8851, 8.4530], [12.3178, 17.0178, 6.9909], [13.2179, 16.9168, 8.5007], [10.3770, 16.7667, 10.5367], [11.3539, 15.3844, 11.0845], [9.6796, 15.1687, 10.5579], [9.1663, 16.2640, 7.4179], [9.0781, 14.4569, 7.6428], [10.0955, 15.1651, 6.3419], [8.5692, 6.5370, 11.2822], [9.5064, 7.4593, 10.6709], [10.7256, 6.9705, 10.0687], [11.2139, 8.2383, 9.2702], [12.1770, 8.3787, 8.5917], [10.2504, 9.2311, 9.4785], [9.3078, 8.7278, 10.2376], [8.2198, 9.4420, 10.6186], [8.2796, 5.7561, 10.5835], [7.6723, 7.0396, 11.6058], [9.0147, 6.0371, 12.1730], [10.5811, 6.1453, 9.3541], [11.4738, 6.6569, 10.8145], [7.8988, 10.1092, 9.9150], [7.4438, 8.8865, 10.9808]], "atomic_forces_ev_per_a": [[0.56, 0.17, 0.29], [-0.20, 0.04, 0.09], [-0.80, -0.27, 0.18], [-0.18, 0.01, 0.62], [0.47, 0.28, -1.04], [-0.42, 0.66, -0.24], [0.96, -1.26, 0.87], [-0.96, -0.17, 0.27], [0.72, -0.11, -0.19], [-0.57, 0.67, -0.36], [-0.26, -0.04, 0.08], [-0.16, -0.72, 1.40], [0.93, 0.58, -0.85], [-0.48, -0.83, 1.05], [0.19, -0.13, -0.35], [0.08, 0.07, -0.12], [-0.08, 0.29, 0.06], [0.28, 0.17, -0.35], [0.00, 0.11, -0.19], [-0.23, -0.05, 0.06], [0.07, -0.05, 0.02], [0.13, 0.24, -0.59], [-0.21, 0.12, -0.23], [-0.29, 0.34, -0.06], [0.21, -0.28, -0.36], [-0.02, -0.10, -0.33], [-0.21, 0.59, 0.29], [0.62, 0.42, -0.83], [-0.50, -0.05, 0.64], [-0.62, -0.04, -0.28], [-0.08, -0.30, 0.74], [-0.54, 0.00, 0.18], [0.16, -0.03, -0.59], [-0.06, -0.03, 0.15], [-0.14, 0.06, 0.10], [0.11, 0.04, 0.10], [0.20, 0.04, -0.06], [-0.14, -0.28, -0.10], [0.05, -0.21, 0.12], [0.11, 0.00, 0.07], [0.16, 0.07, 0.17], [0.14, 0.07, -0.22], [0.61, 0.05, 0.12], [0.06, 0.01, -0.17], [0.07, -0.43, -0.30], [0.66, 1.33, 0.90], [0.54, -0.73, -0.52], [-0.52, -0.12, -0.13], [0.08, -0.44, 0.19], [-0.14, -0.31, -0.39], [-0.28, 0.18, -0.11], [-0.16, -0.08, 0.03], [-0.18, 0.44, 0.35], [0.05, 0.02, -0.23], [-0.15, 0.05, -0.08], [-0.01, 0.08, -0.01], [0.04, -0.25, -0.14], [0.02, -0.70, 0.84], [0.13, 0.41, -0.18], [0.34, 0.46, -0.04], [-0.25, 0.40, -0.03], [0.23, -0.27, -0.20], [-0.07, 0.18, 0.07], [-0.18, 0.05, 0.11], [0.11, -0.02, -0.11], [0.02, -0.03, -0.32], [-0.24, -0.37, -0.07], [-0.07, -0.28, -0.10], [0.06, 0.01, 0.01], [-0.17, -0.02, 0.23], [0.49, -0.31, 0.49], [0.06, -0.14, -0.11], [1.10, 0.30, -0.61], [-2.05, -0.46, 1.28], [1.23, 0.00, -0.50], [0.48, 0.39, -0.13], [0.23, -0.50, 0.15], [-1.04, -0.01, -0.06], [-0.02, -0.08, -0.17], [-0.24, 0.18, 0.15], [-0.19, 0.46, -0.58], [-0.21, 0.17, 0.25], [-0.22, 0.17, -0.24], [0.39, -0.23, 0.31], [0.41, 0.34, -0.14]]}



(3)
{"formula": "C28H40B2O31V", "method": "the ωB97M-V functional and the def2-TZVPD basis", "energy_ev": -120209.8841, "multiplicity": 4, "de_lowest_ev": 0.3793, "species": ["V", "O", "C", "O", "B", "O", "C", "O", "O", "C", "O", "C", "O", "O", "O", "C", "O", "B", "O", "C", "O", "O", "C", "O", "C", "O", "O", "C", "C", "O", "C", "O", "O", "C", "H", "H", "H", "H", "H", "H", "H", "H", "C", "C", "O", "C", "O", "O", "C", "H", "H", "H", "H", "H", "H", "H", "H", "C", "C", "O", "C", "O", "O", "C", "H", "H", "H", "H", "H", "H", "H", "H", "C", "C", "O", "C", "O", "O", "C", "H", "H", "H", "H", "H", "H", "H", "H", "C", "C", "O", "C", "O", "O", "C", "H", "H", "H", "H", "H", "H", "H", "H"], "coordinates": [[-7.7061, -22.3657, 29.3324], [-7.2142, -26.5925, 26.5500], [-7.6507, -26.9887, 27.5959], [-8.1360, -28.1524, 27.9162], [-8.8032, -28.1069, 29.2239], [-8.6484, -26.7202, 29.6576], [-8.0136, -26.0037, 28.7339], [-7.7197, -24.8518, 28.8778], [-8.2616, -29.0954, 30.1798], [-9.2452, -29.6351, 30.8132], [-9.1990, -30.3534, 31.7845], [-10.5826, -29.1447, 30.1792], [-10.2394, -28.4319, 29.0729], [-11.7005, -29.4194, 30.4729], [-11.5622, -21.6818, 26.9937], [-10.7128, -21.6346, 26.1572], [-10.8140, -21.2867, 24.8981], [-9.4717, -21.2695, 24.2553], [-8.5835, -21.7765, 25.3019], [-9.2152, -22.0694, 26.3961], [-8.7196, -22.5383, 27.3811], [-9.4187, -22.0425, 23.0251], [-8.9830, -21.2534, 22.0375], [-8.6701, -21.5927, 20.9400], [-8.8221, -19.8330, 22.6042], [-9.1152, -19.8872, 23.8871], [-8.4817, -18.8690, 21.9839], [-12.5567, -18.6884, 29.8789], [-11.5555, -19.7239, 30.2677], [-12.0101, -21.0739, 30.2491], [-11.2001, -22.0698, 29.9222], [-10.0389, -21.9035, 29.6400], [-11.9090, -23.1416, 29.8400], [-11.4313, -24.3246, 29.2371], [-13.2444, -19.0520, 29.1179], [-12.0576, -17.7722, 29.5627], [-13.1353, -18.3433, 30.7402], [-10.9799, -19.4927, 31.1715], [-10.7018, -19.7349, 29.5735], [-12.2230, -24.8101, 28.6737], [-11.0191, -25.0388, 29.9528], [-10.6133, -24.1794, 28.5266], [-3.1709, -25.7688, 31.6635], [-4.0282, -24.8371, 32.5371], [-4.9633, -24.2380, 31.6170], [-5.3883, -23.0020, 31.7582], [-6.0509, -22.4701, 30.9134], [-5.0366, -22.4442, 32.9051], [-5.7603, -21.3342, 33.4133], [-3.8516, -26.5675, 31.3737], [-2.3203, -26.2081, 32.1849], [-2.7512, -25.2437, 30.8104], [-3.4932, -24.0388, 33.0414], [-4.5574, -25.5599, 33.1586], [-6.7542, -21.6741, 33.7105], [-5.9028, -20.5420, 32.6797], [-5.2428, -21.0267, 34.3161], [-6.3668, -23.3802, 23.5460], [-5.3839, -23.5430, 24.6910], [-5.8869, -22.9000, 25.8685], [-5.4774, -23.2649, 27.0677], [-6.1147, -22.8955, 28.0174], [-4.2803, -23.7963, 27.0534], [-3.6014, -23.8316, 28.3075], [-7.3888, -23.6565, 23.7964], [-6.0184, -23.8787, 22.6432], [-6.4405, -22.3283, 23.2494], [-4.3729, -23.2470, 24.4109], [-5.2951, -24.6185, 24.8640], [-4.2657, -24.3546, 28.9958], [-3.4902, -22.8064, 28.6718], [-2.6134, -24.2786, 28.2963], [-9.4657, -22.0184, 35.1284], [-9.8628, -22.2246, 33.6782], [-9.6779, -23.6049, 33.2994], [-9.0037, -23.8775, 32.1916], [-8.5213, -23.0489, 31.4591], [-8.9792, -25.1580, 31.9078], [-9.7846, -26.1262, 32.5750], [-9.8529, -22.7978, 35.7860], [-9.7957, -21.0296, 35.4427], [-8.3923, -22.0963, 35.3106], [-9.2848, -21.5882, 33.0109], [-10.9207, -22.0203, 33.5136], [-10.1992, -25.7155, 33.4912], [-9.1163, -26.9256, 32.9057], [-10.5046, -26.6137, 31.9213], [-9.7908, -17.6554, 26.1590], [-9.3377, -17.7575, 27.5981], [-8.7890, -19.0700, 27.8540], [-7.6110, -19.2954, 28.3534], [-7.2864, -20.3937, 28.7382], [-6.8510, -18.2164, 28.4208], [-5.6157, -18.2598, 29.1208], [-10.5609, -18.3344, 25.7983], [-8.9314, -17.8466, 25.5133], [-10.0952, -16.6353, 25.9199], [-10.1723, -17.6119, 28.2838], [-8.6126, -16.9729, 27.7971], [-5.4661, -17.2893, 29.5875], [-4.8232, -18.4934, 28.4122], [-5.5858, -18.9896, 29.9314]], "atomic_forces_ev_per_a": [[-0.14, -1.29, -1.16], [0.56, -0.54, 0.10], [-0.99, 1.56, -0.78], [0.55, -0.65, -0.16], [-0.66, -0.58, -0.87], [0.23, 0.70, -0.10], [0.07, -1.35, 1.82], [-0.02, 0.92, -0.36], [1.09, 1.05, -0.84], [-1.70, -0.90, 2.13], [0.20, 0.41, -0.82], [0.23, -0.11, -1.76], [0.46, -0.04, 1.28], [-0.08, -0.01, 0.57], [-0.47, 0.17, 0.30], [0.72, -0.78, 0.07], [-0.08, 0.14, 0.14], [-0.69, 0.47, -0.24], [0.84, -0.38, 0.10], [-0.76, 0.95, -1.05], [0.04, -0.27, 0.90], [0.00, 0.08, 0.11], [0.47, -0.21, -0.10], [-0.24, -0.14, -0.09], [0.03, 0.26, -0.58], [0.00, -0.08, 0.59], [-0.02, -0.04, 0.18], [-0.84, 0.26, 0.77], [3.08, -0.42, -0.96], [-1.50, 0.29, 1.02], [0.08, 1.67, -1.12], [1.07, -0.20, 0.37], [-0.97, -0.98, 0.38], [1.29, -1.17, -0.76], [0.14, 0.09, -0.13], [0.17, -0.22, -0.35], [-0.24, -0.34, -0.03], [-0.77, -0.14, 0.57], [-0.40, 0.26, -0.41], [-0.34, 0.27, 0.29], [-0.31, 0.20, 0.35], [-0.09, 0.65, 0.07], [-0.06, 0.43, 0.30], [0.75, -1.01, -0.76], [-0.11, 0.12, -0.32], [0.00, -0.56, 0.49], [-0.64, 0.95, -0.81], [0.55, -0.30, 0.35], [-0.83, 0.03, 0.05], [0.30, -0.08, -0.47], [-0.21, 0.04, 0.33], [-0.17, -0.01, -0.22], [0.03, -0.35, 0.30], [-0.27, 0.82, 0.63], [-0.02, -0.03, -0.05], [0.36, 0.03, 0.03], [0.17, 0.22, -0.22], [-0.02, 1.34, -0.05], [-0.05, -1.57, -0.89], [-0.29, -0.41, -0.29], [-0.22, 1.72, -1.60], [0.52, -0.12, 1.59], [1.09, -0.70, -0.11], [-0.95, 0.39, 1.21], [0.19, -0.42, 0.08], [0.01, -0.36, 0.20], [0.09, 0.05, 0.12], [-0.07, 0.63, 0.26], [-0.10, 0.03, 0.41], [0.33, -0.07, 0.24], [-0.03, -0.02, -0.02], [-0.18, -0.30, -0.81], [0.25, -0.40, 0.07], [0.05, 0.04, 0.08], [0.20, 0.28, 0.47], [-1.13, -0.64, -0.08], [0.49, 0.25, 0.13], [0.31, 0.21, -0.57], [0.58, -0.86, 1.21], [-0.54, 0.19, -0.11], [-0.07, -0.07, 0.17], [0.14, 0.23, -0.40], [0.01, -0.03, -0.05], [-0.01, 0.06, 0.12], [-0.43, 0.00, -0.29], [0.13, 0.09, -0.19], [-0.14, 0.60, -0.23], [0.71, 0.05, -0.69], [-0.52, 0.67, -0.43], [-0.58, -0.41, -0.18], [-0.31, 0.93, 0.07], [0.62, -0.47, 0.58], [-0.22, 0.10, 0.14], [0.67, -0.27, 0.35], [-0.14, -0.14, 0.53], [0.02, -0.03, -0.02], [-0.13, 0.02, 0.27], [0.05, -0.30, 0.13], [0.17, -0.21, 0.06], [-0.03, 0.14, -0.35], [0.06, 0.12, 0.07], [-0.35, -0.21, -0.25]]}